No. 1
Computed, not measured: a structure of composition C41H49N3OS2Ti at a distorted geometry, with the ωB97M-V functional and the def2-TZVPD basis.

net charge	-2
energy above the lowest of the compared OMol25 structures with the same formula, charge and spin	0.2939	eV
HOMO-LUMO gap	4.83	eV
E_HOMO	-0.35	eV
lowest unoccupied orbital energy	4.478	eV
F_max	1.03	eV/A

Structure (XYZ):
```
97
Properties=species:S:1:pos:R:3:forces:R:3:mulliken_charge:R:1
Ti -0.254717 0.015234 -0.275987 0.0450 0.5587 -0.8669 -0.71
C 2.836548 -2.088475 2.137753 -0.0401 0.0668 0.0151 -2.21
C 2.020772 -1.161420 3.006342 0.2065 -0.1710 -0.0823 2.24
C 1.940262 -1.441159 4.366180 -0.0372 0.0405 0.0641 -0.71
C 1.247473 -0.609338 5.229691 -0.0310 -0.0194 0.1118 -0.92
C 0.657929 0.542722 4.724017 -0.0601 -0.0753 0.0488 -0.43
C 0.726413 0.847891 3.373213 -0.1372 -0.1014 -0.0355 0.62
C 0.137172 2.129292 2.861041 0.1220 0.0966 -0.1136 -0.85
C 1.372035 -0.032839 2.474571 -0.2101 0.2499 0.2024 -1.24
N 1.332109 0.244573 1.105891 0.6900 -0.1908 0.2352 1.45
C 2.603082 0.411520 0.493728 -0.4087 0.0873 0.8039 0.78
C 3.774559 0.946712 1.280729 -0.0602 0.1196 -0.0410 -2.28
C 2.688609 0.091717 -0.798465 -0.1867 -0.1553 -0.9272 0.73
C 3.990494 0.156158 -1.564879 -0.1162 -0.0445 0.0717 -2.44
N 1.518915 -0.439655 -1.381385 0.2237 0.0754 0.2003 1.03
C 1.404678 -0.512513 -2.764960 0.0633 -0.4229 -0.1211 -0.39
C 1.126216 -1.780695 -3.328228 -0.0319 -0.1099 -0.0749 0.59
C 1.159399 -3.006082 -2.460919 0.0733 -0.0247 0.1225 -1.19
C 0.881083 -1.922576 -4.685469 -0.1536 0.0761 0.0291 -0.36
C 0.907735 -0.819930 -5.527695 0.0061 0.0293 -0.1264 -1.22
C 1.266129 0.408452 -4.996360 -0.0019 -0.0185 -0.2114 -0.74
C 1.549530 0.573977 -3.647104 0.1656 0.0233 -0.0054 1.81
C 2.072548 1.911595 -3.206958 -0.1606 0.1687 0.0934 -1.48
H 2.720904 -3.119780 2.478337 0.0526 0.0356 -0.0106 0.51
H 3.894730 -1.821191 2.211074 0.0527 -0.0382 -0.0639 0.43
H 2.549843 -2.020737 1.088248 -0.0093 -0.0007 0.0381 -0.01
H 2.409171 -2.348642 4.738508 -0.0103 0.0303 0.0126 0.34
H 1.153183 -0.863386 6.281393 0.0246 0.0329 -0.0374 0.33
H 0.109865 1.216037 5.378735 0.0574 -0.0573 0.0063 0.35
H -0.605564 2.531557 3.554973 0.0569 -0.0208 -0.0649 0.43
H -0.314200 1.985537 1.878184 -0.1011 0.0415 0.1224 -0.74
H 0.937975 2.870815 2.719976 -0.0867 -0.0344 0.0300 0.32
H 3.455342 1.312721 2.260095 -0.0003 -0.0619 -0.0718 0.38
H 4.244599 1.788546 0.759148 0.0156 -0.0457 -0.0144 0.51
H 4.557961 0.197739 1.447815 0.0232 -0.0184 0.0218 0.31
H 4.363399 1.180467 -1.667779 0.0242 -0.0248 0.0254 0.36
H 3.867466 -0.250605 -2.570134 0.0121 0.0105 0.0156 0.32
H 4.772464 -0.426396 -1.066310 0.0256 -0.0117 0.0387 0.53
H 0.476018 -2.925926 -1.618419 -0.1047 0.0142 -0.0385 -0.22
H 2.159853 -3.143678 -2.033835 -0.0595 0.0149 -0.0140 0.32
H 0.898588 -3.893982 -3.043734 0.0170 0.0136 0.0211 0.38
H 0.638961 -2.907674 -5.076052 0.0262 0.0329 -0.0114 0.30
H 0.663549 -0.920831 -6.581180 0.0435 0.0171 0.0403 0.34
H 1.319453 1.286922 -5.635204 0.0040 -0.0679 -0.0105 0.44
H 3.138647 1.981427 -3.446077 -0.0048 0.0387 0.0182 0.50
H 1.955489 2.068933 -2.133976 -0.0714 -0.0101 -0.1064 -0.12
H 1.559220 2.712491 -3.744558 0.0392 -0.0462 0.0556 0.31
S -3.326637 1.220412 2.185484 0.0615 -0.0619 0.0548 -0.45
C -2.399119 -0.175950 2.331672 -0.0088 0.0986 -0.1822 0.02
N -1.469754 -0.678006 1.524372 -0.1149 0.0605 0.4442 0.87
C -1.050570 -1.929886 1.946289 0.1429 0.1986 0.2796 -1.05
C -0.131212 -2.715645 1.267930 0.1095 -0.1493 -0.1882 0.49
C 0.235641 -3.941575 1.791048 -0.0393 -0.0847 0.0766 -0.66
C -0.290222 -4.389187 3.005298 0.0468 -0.0191 -0.0694 -0.83
C -1.207547 -3.610545 3.696552 0.0230 0.0207 0.0291 -0.38
C -1.581819 -2.387741 3.160518 -0.0740 -0.1138 -0.0970 1.01
S -2.717584 -1.216889 3.735050 -0.0125 0.0371 -0.0157 -0.52
H 0.308211 -2.339395 0.348361 0.0383 -0.2399 0.0939 -0.54
H 0.967426 -4.545037 1.264815 -0.0450 0.0104 0.0071 0.50
H 0.027823 -5.342441 3.414329 -0.0292 0.0270 -0.0169 0.30
H -1.615701 -3.941098 4.645477 0.0135 -0.0065 -0.0338 0.39
C -0.652022 4.212053 -0.265471 0.2267 0.1512 0.2660 -2.65
C -1.129743 3.083877 -1.172995 -0.5419 0.0071 -0.0375 3.44
C -2.653809 2.994679 -0.999702 -0.2689 0.0267 0.0648 -1.18
C -0.508861 1.791296 -0.730017 0.2616 -0.2455 0.1991 0.04
C -0.893998 3.384853 -2.642507 -0.0903 0.2993 -0.2937 -0.11
C -0.309051 4.561704 -3.108807 0.0947 -0.0246 0.1007 -0.15
C -0.191223 4.828965 -4.469413 0.0431 0.0588 -0.0329 -0.84
C -0.661381 3.921363 -5.405694 0.1282 0.0617 -0.0283 -0.49
C -1.244760 2.743350 -4.958009 -0.1372 -0.1416 0.0731 -0.70
C -1.375388 2.492387 -3.601009 0.1333 -0.1500 -0.2177 0.43
H -0.934499 3.959509 0.762752 0.0556 0.0750 -0.1514 0.29
H -1.106763 5.178125 -0.526686 0.0511 -0.0771 0.0446 0.58
H 0.442489 4.304543 -0.295556 -0.1586 0.0497 0.0012 0.43
H -2.866760 2.683609 0.023963 -0.0613 0.0399 -0.0805 0.01
H -3.084281 2.249335 -1.673900 0.0374 0.0950 0.1322 0.08
H -3.130354 3.965446 -1.205610 0.0435 -0.1069 -0.0177 0.41
H 0.545655 1.941677 -0.411885 0.0026 0.1744 0.0239 -0.59
H 0.088458 5.274808 -2.396619 -0.0320 0.0125 -0.0503 0.37
H 0.283249 5.749756 -4.797217 -0.0261 -0.0355 0.0286 0.33
H -0.554764 4.116038 -6.468470 -0.0113 0.0021 0.0554 0.34
H -1.587890 2.000509 -5.672428 -0.0088 0.0580 0.0588 0.37
H -1.836193 1.569944 -3.269860 0.1310 -0.0630 0.0185 -0.09
C -3.199660 -2.447467 -0.446570 -0.1257 -0.0740 0.0903 -1.65
C -2.632041 -1.659799 -1.627984 -0.1666 -0.1048 -0.0347 1.62
C -3.668544 -0.632860 -2.078235 -0.0666 0.1892 -0.0369 -1.53
C -2.327611 -2.623827 -2.776749 -0.0251 -0.0858 -0.0857 -1.50
O -1.466945 -1.001071 -1.274384 0.4125 -0.0475 0.2474 -0.04
H -4.064921 -3.034116 -0.778130 0.0302 0.0154 0.0630 0.53
H -3.517705 -1.772208 0.353989 0.0219 -0.0797 -0.1044 0.22
H -2.444435 -3.130857 -0.047973 -0.0867 0.0465 -0.0539 0.30
H -4.654529 -1.091636 -2.220366 0.0772 0.0199 -0.0196 0.46
H -3.355372 -0.174953 -3.023017 -0.0306 0.0181 0.0851 0.29
H -3.744139 0.145604 -1.312851 -0.0356 -0.0829 -0.0775 0.26
H -3.253083 -2.996871 -3.233283 0.0676 0.0013 0.0446 0.42
H -1.751147 -3.479800 -2.411485 -0.0020 0.0719 -0.0542 0.33
H -1.736244 -2.104047 -3.533779 -0.0411 -0.0355 0.0026 0.13
```
Forces are in eV/Å.

***

No. 2
Computed, not measured: a cluster of 4 separate species, H8O4 in total, with the ωB97M-V functional and the def2-TZVPD basis.

net charge	0
structure (SMILES)	O.O.O.O
energy above the lowest of the compared OMol25 structures with the same formula, charge and spin	0.7256	eV
HOMO-LUMO gap	10.92	eV
E_HOMO	-10.71	eV
lowest unoccupied orbital energy	0.209	eV
F_max	0.86	eV/A

Structure (XYZ):
```
12
Properties=species:S:1:pos:R:3:forces:R:3:mulliken_charge:R:1
O -0.722372 -0.462607 -0.039869 -0.6722 0.3487 -0.2045 -0.77
H 0.031167 -1.040697 0.079391 0.6271 -0.5858 0.0803 0.39
H -1.192913 -0.506857 0.792521 -0.1654 -0.0035 0.2732 0.32
O 1.139057 1.640443 0.179151 0.6632 0.4021 -0.0580 -0.64
H 0.526327 0.969873 -0.122729 -0.4811 -0.2549 -0.0299 0.40
H 0.998628 1.685552 1.124921 -0.0801 0.0928 0.1623 0.28
O 1.409848 -1.914257 0.637161 0.0506 -0.2487 0.0735 -0.66
H 1.849758 -2.566897 0.092391 0.0374 -0.2333 -0.2216 0.31
H 2.107857 -1.541147 1.175491 0.1441 0.2881 0.1586 0.32
O -2.407492 1.390803 -1.251169 -0.5566 0.3386 -0.0837 -0.64
H -2.023932 0.610393 -0.851089 0.2753 -0.2387 -0.0727 0.40
H -1.715932 1.735403 -1.816169 0.1577 0.0948 -0.0775 0.29
```
Forces are in eV/Å.

***

No. 3
Computed, not measured: an isolated molecule of C19H22ClNO3S, with the ωB97M-V functional and the def2-TZVPD basis.

net charge	0
structure (SMILES)	COc1ccc(CNC(=O)CCSCc2ccccc2Cl)c(OC)c1
energy above the lowest of the compared OMol25 structures with the same formula, charge and spin	0.0000	eV
HOMO-LUMO gap	8.89	eV
E_HOMO	-8.35	eV
lowest unoccupied orbital energy	0.542	eV
F_max	0.71	eV/A

Structure (XYZ):
```
47
Properties=species:S:1:pos:R:3:forces:R:3:mulliken_charge:R:1
C 5.457699 -3.034206 1.152757 0.0406 -0.2220 -0.0270 -0.86
O 5.156991 -1.664414 1.271132 -0.1253 0.3336 -0.0194 -0.45
C 4.227900 -1.130094 0.431579 -0.1486 0.0282 -0.1605 0.49
C 3.538418 -1.827465 -0.549185 0.3138 -0.2750 0.2578 -0.69
C 2.620051 -1.154141 -1.340221 -0.0050 0.3536 0.0646 -0.97
C 2.373597 0.195319 -1.186000 -0.1093 0.1069 -0.1192 0.32
C 1.376058 0.921480 -2.051054 0.1150 -0.0301 -0.0096 -1.06
N 0.280074 1.449219 -1.265084 0.4229 0.2937 -0.0207 -0.07
C -0.945323 0.889088 -1.247091 -0.3771 0.5483 0.2596 0.50
O -1.285848 -0.007760 -1.990136 -0.0908 -0.4273 -0.2199 -0.64
C -1.870629 1.483178 -0.192921 0.0153 -0.2957 -0.2119 -0.27
C -1.522976 0.877124 1.163824 -0.4352 0.1379 0.3222 -0.51
S -2.812331 1.186197 2.418841 0.0619 -0.1211 0.1119 -0.13
C -3.803742 -0.352640 2.260398 0.4564 0.3890 0.1405 -1.35
C -4.315889 -0.528575 0.870962 -0.0220 -0.2354 -0.1190 -0.15
C -5.316632 0.315693 0.396453 -0.0072 -0.1145 -0.0840 -0.16
C -5.770720 0.230376 -0.905382 -0.0432 0.0972 0.0935 -0.70
C -5.223198 -0.706626 -1.766586 0.0736 -0.0865 -0.0046 -0.40
C -4.235418 -1.562824 -1.317480 -0.0251 0.0313 -0.0855 -0.63
C -3.790970 -1.472820 -0.008578 -0.2722 0.1886 0.0232 1.16
Cl -2.561179 -2.582423 0.505307 0.1665 -0.1792 0.0211 -0.22
C 3.063832 0.893813 -0.180807 0.0662 -0.3694 -0.0708 0.96
O 2.758192 2.221787 -0.054981 -0.1416 -0.2993 -0.2839 -0.41
C 3.468894 2.988303 0.887862 0.1245 0.1873 0.2047 -1.00
C 3.982599 0.232759 0.612925 0.0639 0.1759 0.1368 -0.28
H 5.863591 -3.272056 0.164378 -0.0312 0.0065 0.0332 0.34
H 4.577934 -3.656515 1.344288 0.0290 0.0241 -0.0225 0.35
H 6.213290 -3.236182 1.910328 -0.0542 -0.0348 -0.0701 0.25
H 3.699750 -2.880725 -0.709078 0.0462 -0.1073 0.0186 0.38
H 2.082040 -1.698751 -2.101228 -0.0826 -0.0461 -0.0932 0.37
H 0.941728 0.240150 -2.784566 0.1066 0.1126 0.0368 0.51
H 1.867024 1.754379 -2.565985 -0.0852 -0.1250 -0.0424 0.19
H 0.536318 2.135267 -0.572747 -0.1648 -0.0400 -0.0163 0.21
H -2.895336 1.228843 -0.463862 0.1236 0.0571 -0.0456 -0.01
H -1.774625 2.569247 -0.155607 -0.0299 0.0209 0.0015 0.41
H -1.402527 -0.202126 1.091028 0.1475 -0.0076 -0.0257 0.24
H -0.604469 1.307594 1.563567 0.0394 -0.1046 -0.0095 0.35
H -4.618291 -0.217794 2.971114 0.0004 -0.0721 0.0109 0.44
H -3.173745 -1.183057 2.574597 -0.1942 0.0139 0.0374 0.44
H -5.721814 1.058895 1.067898 -0.0376 0.0859 0.0583 0.38
H -6.544544 0.899477 -1.249970 -0.0723 0.0555 -0.0332 0.39
H -5.561093 -0.770866 -2.789193 -0.0239 -0.0154 -0.0988 0.38
H -3.794650 -2.289855 -1.980260 0.0688 -0.0580 -0.0385 0.41
H 3.093858 4.005669 0.783662 0.0645 -0.0600 0.0495 0.26
H 4.543734 2.976715 0.685575 -0.0401 -0.0187 0.0050 0.36
H 3.287203 2.638368 1.908920 0.0196 -0.0007 -0.0492 0.37
H 4.535187 0.732973 1.390617 0.0521 0.0977 0.0939 0.47
```
Forces are in eV/Å.

***

> Among the records above, which one has the highest E_HOMO?

C41H49N3OS2Ti

***

> Look up the net charge of the second one.

0